This record from OMol25 describes a 6-piece molecular cluster, C49H80BrF10O21PS overall in a non-equilibrium geometry. The level of theory is ωB97M-V/def2-TZVPD.

Geometry (Å):
O  -0.089  -2.169  5.976
C  -1.082  -2.468  5.358
C  -1.201  -2.143  3.901
C  0.106  -1.993  3.203
C  0.756  -3.381  2.956
C  -0.260  -4.595  2.677
O  0.814  -3.861  1.726
C  -2.422  -2.040  3.365
C  -2.731  -1.694  1.913
F  -1.794  -2.220  1.088
F  -3.907  -2.320  1.600
C  -2.897  -0.210  1.677
C  -4.160  0.349  1.667
C  -4.314  1.709  1.468
C  -3.208  2.520  1.289
C  -1.950  1.952  1.317
C  -0.755  2.834  1.127
F  -0.623  3.219  -0.160
F  -0.849  3.959  1.859
F  0.391  2.224  1.472
C  -1.789  0.597  1.495
C  -3.592  -2.220  4.257
O  -4.643  -1.643  4.094
C  -3.410  -3.115  5.445
S  -4.787  -4.014  6.162
O  -4.787  -3.825  7.581
O  -4.711  -5.349  5.649
C  -6.449  -3.309  5.635
F  -7.277  -3.996  6.436
F  -6.539  -2.025  5.962
C  -6.879  -3.565  4.137
F  -7.282  -2.427  3.580
F  -7.894  -4.422  4.104
F  -5.875  -4.067  3.418
C  -2.201  -3.245  5.997
P  -1.841  -4.390  7.439
O  -0.490  -5.020  6.775
Br  -1.026  -2.914  8.892
H  0.817  -1.481  3.852
H  0.036  -1.508  2.240
H  1.613  -3.638  3.589
H  0.337  -5.200  3.422
H  -0.335  -5.446  1.998
H  -5.038  -0.256  1.831
H  -5.300  2.148  1.450
H  -3.338  3.580  1.128
H  -0.799  0.169  1.508
H  0.318  -4.601  7.098
C  -4.506  -9.580  2.110
O  -4.335  -9.043  0.818
C  -4.162  -7.638  0.824
C  -3.331  -7.179  -0.351
O  -1.943  -7.447  -0.226
C  -1.505  -8.782  -0.420
C  -1.534  -9.245  -1.858
O  -2.849  -9.589  -2.258
C  -3.033  -9.492  -3.651
H  -5.433  -9.223  2.573
H  -4.556  -10.662  2.010
H  -3.661  -9.325  2.759
H  -3.678  -7.315  1.754
H  -5.149  -7.159  0.760
H  -3.402  -6.089  -0.387
H  -3.728  -7.569  -1.290
H  -2.046  -9.479  0.223
H  -0.459  -8.780  -0.101
H  -0.896  -10.133  -1.965
H  -1.136  -8.451  -2.501
H  -2.800  -8.483  -4.011
H  -4.080  -9.705  -3.857
H  -2.408  -10.216  -4.189
C  -1.140  6.492  -0.578
O  -2.057  7.303  0.129
C  -1.565  7.709  1.394
C  -2.151  9.040  1.807
O  -1.603  10.153  1.121
C  -2.009  10.367  -0.222
C  -3.421  10.881  -0.374
O  -4.365  9.835  -0.220
C  -5.632  10.303  0.179
H  -0.975  5.548  -0.064
H  -1.569  6.294  -1.559
H  -0.182  7.008  -0.713
H  -0.472  7.790  1.370
H  -1.843  6.955  2.144
H  -1.884  9.197  2.855
H  -3.240  9.026  1.742
H  -1.852  9.476  -0.833
H  -1.339  11.146  -0.594
H  -3.534  11.314  -1.378
H  -3.601  11.668  0.369
H  -5.568  10.869  1.115
H  -6.266  9.432  0.339
H  -6.087  10.936  -0.592
C  6.145  -0.245  -3.515
O  5.967  0.342  -2.246
C  6.159  1.745  -2.254
C  5.337  2.415  -1.178
O  3.953  2.503  -1.471
C  3.172  1.327  -1.338
C  2.902  0.919  0.091
O  4.027  0.270  0.661
C  4.047  0.361  2.064
H  7.180  -0.144  -3.862
H  5.906  -1.302  -3.422
H  5.473  0.204  -4.255
H  5.884  2.165  -3.229
H  7.221  1.959  -2.067
H  5.676  3.452  -1.113
H  5.512  1.947  -0.207
H  3.598  0.496  -1.904
H  2.210  1.580  -1.790
H  2.052  0.220  0.108
H  2.640  1.806  0.675
H  4.028  1.406  2.395
H  4.970  -0.099  2.410
H  3.196  -0.169  2.512
C  6.529  13.412  -1.453
O  5.233  13.333  -0.907
C  4.359  14.327  -1.411
C  2.924  13.854  -1.397
O  2.608  12.920  -2.415
C  3.049  11.583  -2.245
C  2.277  10.802  -1.207
O  2.693  11.144  0.102
C  1.692  10.889  1.064
H  7.030  14.344  -1.165
H  7.099  12.571  -1.065
H  6.502  13.343  -2.547
H  4.637  14.598  -2.436
H  4.438  15.222  -0.778
H  2.298  14.724  -1.610
H  2.647  13.479  -0.409
H  4.121  11.537  -2.045
H  2.869  11.106  -3.211
H  2.454  9.728  -1.366
H  1.205  11.001  -1.330
H  0.767  11.425  0.827
H  2.063  11.241  2.025
H  1.473  9.818  1.135
C  2.068  -12.532  -6.963
O  2.499  -11.828  -5.821
C  3.902  -11.890  -5.631
C  4.411  -10.663  -4.911
O  4.473  -9.498  -5.716
C  3.257  -8.827  -6.004
C  2.675  -8.063  -4.839
O  2.022  -8.937  -3.934
C  1.940  -8.410  -2.631
H  2.251  -13.608  -6.864
H  0.997  -12.365  -7.064
H  2.568  -12.165  -7.866
H  4.416  -11.981  -6.595
H  4.138  -12.775  -5.023
H  5.447  -10.863  -4.628
H  3.844  -10.487  -3.995
H  2.515  -9.508  -6.427
H  3.518  -8.098  -6.774
H  1.943  -7.337  -5.220
H  3.476  -7.516  -4.327
H  2.934  -8.170  -2.237
H  1.493  -9.176  -1.999
H  1.310  -7.513  -2.607

Forces on atoms 1 to 3 (eV/Å):
-0.010 -0.088 -0.114
0.104 -0.387 -0.092
-0.107 0.145 -0.295

Results
HOMO-LUMO gap in eV: 6.816
SMILES: O=C1C(C[C@H]2CO2)=C(C(F)(F)c2cccc(C(F)(F)F)c2)C(=O)C(S(=O)(=O)C(F)(F)C(F)(F)F)=C1P(O)Br.COCCOCCOC.COCCOCCOC.COCCOCCOC.COCCOCCOC.COCCOCCOC
E_HOMO in eV: -9.123
LUMO level in eV: -2.31

Mulliken population analysis, charges in e, atoms 1 to 99: O -0.56; C 0.13; C 0.95; C -0.51; C 0.34; C -1.13; O -0.52; C 0.12; C 1.15; F -0.25; F -0.33; C -0.18; C -0.55; C -1.08; C -0.86; C 0.06; C 0.86; F -0.25; F -0.30; F -0.27; C -0.23; C 0.62; O -0.60; C -0.31; S 1.33; O -0.66; O -0.56; C 0.49; F -0.26; F -0.22; C 0.83; F -0.26; F -0.28; F -0.20; C -0.08; P 0.17; O -0.46; Br -0.22; H 0.61; H -0.36; H 0.58; H 0.31; H 0.48; H 0.52; H 0.42; H 0.58; H 0.53; H 0.33; C -0.75; O -0.30; C -0.42; C -0.48; O -0.34; C -0.41; C -0.57; O -0.31; C -0.75; H 0.32; H 0.24; H 0.33; H 0.28; H 0.40; H 0.42; H 0.13; H 0.19; H 0.39; H 0.45; H 0.32; H 0.33; H 0.25; H 0.31; C -0.34; O -0.24; C -0.33; C -0.60; O -0.37; C -0.07; C -0.80; O -0.23; C -0.79; H -0.17; H 0.30; H 0.33; H 0.29; H 0.31; H 0.38; H 0.24; H 0.12; H 0.30; H 0.41; H 0.37; H 0.34; H 0.23; H 0.32; C -0.78; O -0.26; C -0.55; C -0.37; O -0.45